# C5H14O

A cluster of 2 separate species, C5H14O in total in a non-equilibrium geometry (ωB97M-V/def2-TZVPD, the OMol25 dataset).

Output
Maximum force ... 2.82 eV/Å
Kohn-Sham gap ... 11.5 eV
Relative energy (zero: lowest compared OMol25 entry of this formula, charge and spin) ... 1.034 eV
Charge ... 0

The geometry in XYZ format:
```
20
C5H14O (ωB97M-V/def2-TZVPD)
C -1.78507 -1.88253 0.44582
C -0.53063 -0.98598 0.42911
C -0.56534 0.55577 0.39288
C 0.60432 0.99850 -0.52767
C -1.94432 1.08082 -0.06324
H -2.10142 -2.39587 -0.45108
H -2.57353 -1.37910 1.01349
H -1.54299 -2.71483 1.13665
H -0.04636 -1.30418 -0.51035
H 0.22576 -1.33016 1.14131
H -0.47263 1.01986 1.37951
H 0.79295 2.05391 -0.69875
H 1.39037 0.51723 0.04504
H 0.45462 0.45958 -1.46351
H -2.10451 0.76270 -1.10768
H -2.73941 0.60022 0.51897
H -2.10922 2.15851 -0.06933
O 3.64031 0.19386 -0.58880
H 4.05559 1.00354 -0.89579
H 3.52934 0.32730 0.36033
```



# C5H14O

A cluster of 2 separate species, C5H14O in total in a non-equilibrium geometry (ωB97M-V/def2-TZVPD, the OMol25 dataset).

Output
Maximum force ... 2.74 eV/Å
Kohn-Sham gap ... 11.1 eV
Relative energy (zero: lowest compared OMol25 entry of this formula, charge and spin) ... 1.800 eV
Charge ... 0

The geometry in XYZ format:
```
20
C5H14O (ωB97M-V/def2-TZVPD)
C -0.30390 0.25103 -1.69869
C 0.71816 1.24772 -1.08877
C 1.14242 0.78741 0.31605
O 1.88214 1.01312 -1.90692
H -1.05373 0.17630 -0.89142
H 0.24097 -0.63949 -1.98187
H -0.87965 0.69318 -2.51421
H 0.52841 2.28876 -1.47719
H 1.14778 -0.28376 0.26445
H 2.19164 1.09293 0.41438
H 0.78437 1.34549 1.18833
H 2.54476 1.68934 -1.95401
C -1.72489 -0.79655 1.96439
C -1.54918 -2.29331 2.10870
H -1.41538 -0.34590 2.90782
H -1.10652 -0.24706 1.24167
H -2.78630 -0.57598 1.88301
H -2.45603 -2.81504 1.73058
H -1.48502 -2.72524 3.11811
H -0.82890 -2.79457 1.46204
```



# C5H14O

A cluster of 2 separate species, C5H14O in total in a non-equilibrium geometry (ωB97M-V/def2-TZVPD, the OMol25 dataset).

Output
Maximum force ... 6.59 eV/Å
Kohn-Sham gap ... 11.0 eV
Relative energy (zero: lowest compared OMol25 entry of this formula, charge and spin) ... 3.584 eV
Charge ... 0

The geometry in XYZ format:
```
20
C5H14O (ωB97M-V/def2-TZVPD)
C 0.71473 -0.80885 -0.66604
C -0.32109 -0.48683 -1.67044
C -0.51714 -1.61403 -2.63642
O -1.58517 -0.69006 -0.94234
H 1.28194 0.08814 -0.24088
H 1.29365 -1.74619 -0.95450
H 0.16545 -1.03256 0.31603
H -0.34565 0.62956 -1.86092
H -1.35114 -2.34466 -2.53224
H -0.65205 -1.23134 -3.64226
H 0.48732 -2.15994 -3.00964
H -2.12110 -1.41465 -1.38487
C 0.26117 2.32364 2.82558
C 1.34612 1.22492 2.76093
H -0.39353 2.15880 3.65680
H 0.64098 3.22252 3.03634
H -0.29623 2.60503 1.76132
H 0.94749 0.19357 3.09349
H 2.10529 1.54783 3.57942
H 2.01627 1.17128 2.03892
```



# C5H14O2

A cluster of 2 separate species, C5H14O2 in total in a non-equilibrium geometry (ωB97M-V/def2-TZVPD, the OMol25 dataset).

Output
Maximum force ... 1.49 eV/Å
Kohn-Sham gap ... 11.0 eV
Relative energy (zero: lowest compared OMol25 entry of this formula, charge and spin) ... 0.522 eV
Charge ... 0

The geometry in XYZ format:
```
21
C5H14O2 (ωB97M-V/def2-TZVPD)
C -0.31672 0.16830 1.76647
C -1.20693 -0.37149 0.64025
C -1.43841 -1.88143 0.83614
C -0.55660 -0.03916 -0.71397
C -1.22009 1.14376 -1.39884
O -0.76319 1.17560 -2.74360
H -0.26860 1.27158 1.73268
H -0.66378 -0.06354 2.78703
H 0.71648 -0.18495 1.81647
H -2.12729 0.20218 0.76863
H -2.47219 -2.18609 0.71228
H -1.08862 -2.17250 1.83456
H -0.75978 -2.45511 0.21832
H 0.51072 0.14433 -0.63830
H -0.68962 -0.86623 -1.41667
H -2.31097 1.17515 -1.32479
H -0.87849 2.04905 -0.88196
H -1.16126 1.91896 -3.21288
O 4.73337 -0.30301 1.21772
H 4.42052 -0.26213 2.12451
H 5.03662 0.58191 1.00690
```



# C5H14O2

A cluster of 3 separate species, C5H14O2 in total in a non-equilibrium geometry (ωB97M-V/def2-TZVPD, the OMol25 dataset).

Output
Maximum force ... 2.35 eV/Å
Kohn-Sham gap ... 9.6 eV
Relative energy (zero: lowest compared OMol25 entry of this formula, charge and spin) ... 1.378 eV
Charge ... 0

The geometry in XYZ format:
```
21
C5H14O2 (ωB97M-V/def2-TZVPD)
C 1.33117 1.41082 2.60141
C 0.35729 0.60917 1.78630
C -0.01170 0.94964 0.54811
C -1.41522 0.93059 -0.03311
C -1.44885 0.81836 -1.57232
H 1.28589 1.09623 3.64437
H 1.23554 2.50363 2.60303
H 2.35333 1.24850 2.23066
H -0.08927 -0.20395 2.33897
H 0.56414 1.71742 0.02112
H -1.95576 0.11003 0.46088
H -2.11968 1.75362 0.24927
H -0.73269 0.02744 -1.81842
H -1.05482 1.67224 -2.11034
H -2.40644 0.56861 -2.00328
O -0.89567 -2.55201 -1.61944
H -0.83964 -2.13240 -2.48281
H -0.07524 -2.27166 -1.17414
O 1.77794 -1.46856 -0.87886
H 1.35433 -0.62434 -1.06308
H 2.73004 -1.37748 -0.82444
```



# C5H14O2

A cluster of 3 separate species, C5H14O2 in total in a non-equilibrium geometry (ωB97M-V/def2-TZVPD, the OMol25 dataset).

Output
Maximum force ... 2.36 eV/Å
Expectation value of S² ... 0.75
2S+1 ... 2
Kohn-Sham gap (alpha / beta) ... 8.5 / 6.0 eV
Relative energy (zero: lowest compared OMol25 entry of this formula, charge and spin) ... 2.074 eV
Charge ... +1

The geometry in XYZ format:
```
21
C5H14O2 (ωB97M-V/def2-TZVPD)
C 1.28292 0.50644 1.44624
C 0.93065 0.81670 0.00250
C -0.55584 1.18515 -0.24791
C -1.06055 0.93388 -1.55793
C -2.10506 1.66452 -2.14627
H 0.64638 0.89226 2.25668
H 1.07601 -0.55840 1.58221
H 2.35008 0.52324 1.63725
H 1.49160 1.73196 -0.22358
H 1.39799 0.06937 -0.62459
H -0.82471 2.18513 0.11411
H -1.10946 0.60907 0.53190
H -0.68160 0.21653 -2.27662
H -2.14718 2.73141 -1.91603
H -2.82956 1.07864 -2.68672
H 0.75228 -2.23461 2.34825
H -0.11097 -2.78727 3.37512
O -0.03196 -2.79580 2.41800
H 0.62122 -2.91972 -0.89298
H 0.08016 -1.69457 -1.73611
O 0.82760 -2.15394 -1.40353
```